(1)
Density functional theory data (ωB97M-V/def2-TZVPD) for a structure of composition C29H56AuClPSi at a distorted geometry.

The energy above the lowest of the compared OMol25 structures with the same formula, charge and spin comes out at 38.7 kcal per mole. Its multiplicity is 3. The calculated total energy comes out at -64361.980 eV. As for the LUMO energy (alpha / beta): 2.735 / 2.724 eV. As for the net charge: -1. The HOMO energy (alpha / beta) is -2.27 / -4.06 eV. For the gap between HOMO and LUMO (alpha / beta), the calculation gives 5.0013 / 6.7867 eV.

The geometry in XYZ format:
```
89
C29H56AuClPSi, DFT ωB97M-V/def2-TZVPD
Au 1.4966 -1.0040 1.7120
P -1.1366 -0.1888 0.1509
Cl -0.0392 -1.5919 3.3715
C 1.5827 -0.9505 -0.5941
H 1.2363 0.0505 -0.8764
H 2.5945 -1.1512 -0.9535
C -2.2747 0.4492 1.4865
C -1.1829 -2.0609 0.1698
C -3.7660 0.4966 1.1704
H -2.0844 -0.2609 2.3146
C -4.5448 0.8850 2.4343
H -3.9465 1.2487 0.3893
H -4.1240 -0.4666 0.7813
C -4.0444 2.1833 3.0860
H -5.6070 0.9812 2.1834
H -4.4548 0.0666 3.1612
C -2.5181 2.2448 3.2248
H -4.3840 3.0427 2.4909
H -4.5021 2.2916 4.0764
C -1.7985 1.8459 1.9303
H -2.2044 3.2517 3.5237
H -2.2013 1.5539 4.0193
H -2.0267 2.5724 1.1355
H -0.7105 1.8585 2.0809
C -1.7600 0.3480 -1.5446
C -0.3150 -2.5139 -0.9827
H -0.6253 -2.2661 1.1079
C -0.0325 -4.0086 -0.8847
H -0.7513 -2.2582 -1.9593
H 0.7970 -1.8229 -0.9451
C -1.2935 -4.8573 -0.6587
H 0.4779 -4.3498 -1.7954
H 0.6679 -4.1845 -0.0507
C -2.2128 -4.3141 0.4427
H -1.8602 -4.9199 -1.5964
H -0.9975 -5.8836 -0.4100
C -2.5057 -2.8105 0.3130
H -3.1598 -4.8657 0.4336
H -1.7455 -4.4918 1.4207
H -3.1608 -2.6234 -0.5479
H -3.0419 -2.4599 1.2081
C -2.0123 1.8651 -1.6134
H -0.8837 0.1293 -2.1893
C -2.2888 2.2766 -3.0631
H -2.8801 2.1239 -0.9885
H -1.1531 2.4218 -1.2073
C -3.5117 1.5395 -3.6102
H -2.4430 3.3605 -3.1151
H -1.4109 2.0375 -3.6773
C -3.3675 0.0183 -3.4800
H -4.4040 1.8635 -3.0589
H -3.6751 1.8040 -4.6614
C -2.9603 -0.4406 -2.0715
H -4.3095 -0.4746 -3.7542
H -2.6055 -0.3313 -4.1911
H -3.8067 -0.3176 -1.3788
H -2.7351 -1.5132 -2.1036
C 1.6126 1.6844 -2.6376
C 2.0170 0.4407 -3.0680
H 0.5655 1.9972 -2.7188
C 3.4601 0.0642 -3.1889
H 1.2893 -0.3058 -3.3983
C 4.3324 0.8520 -2.1933
H 3.5965 -1.0159 -3.0532
H 3.8207 0.2867 -4.2092
C 4.0328 2.3448 -2.2742
H 4.1442 0.4880 -1.1739
H 5.3972 0.6903 -2.4079
C 2.5474 2.6640 -2.0065
H 4.6692 2.9069 -1.5776
H 4.2809 2.6901 -3.2871
H 2.3814 2.7083 -0.9121
H 2.3298 3.6801 -2.3737
C 2.9537 1.3126 3.9145
Si 4.0435 0.1218 2.9536
C 5.7914 0.8018 2.7808
C 4.0668 -1.5395 3.8345
C 3.3254 -0.1330 1.2287
H 3.4139 1.5567 4.8836
H 1.9677 0.8622 4.0973
H 2.8124 2.2478 3.3544
H 6.2855 0.8308 3.7629
H 6.3928 0.1715 2.1096
H 5.7730 1.8234 2.3757
H 3.0444 -1.9229 3.9642
H 4.6398 -2.2764 3.2553
H 4.5337 -1.4458 4.8254
H 3.1587 0.7992 0.6712
H 3.9273 -0.8147 0.6127
```

(2)
Density functional theory data (ωB97M-V/def2-TZVPD) for the ion C29H57BBr2N2O2P with charge +1 at a distorted geometry.

Its multiplicity is 1. The calculated total energy comes out at -188108.190 eV. As for the LUMO energy: -2.505 eV. As for the net charge: +1. The HOMO energy is -11.07 eV. For the gap between HOMO and LUMO, the calculation gives 8.5622 eV.

The geometry in XYZ format:
```
94
C29H57BBr2N2O2P, DFT ωB97M-V/def2-TZVPD
C 3.9771 4.1971 -5.7831
C 3.3430 3.0760 -5.4875
C 2.5558 1.7375 -4.9794
N 1.4855 2.1638 -4.0164
C 0.1088 2.3260 -4.5999
Br 0.0030 3.0200 -6.4490
C -0.6396 3.4464 -3.6609
N -0.2703 3.3539 -2.2044
C 0.1176 1.9553 -1.8403
Br -1.5627 0.8814 -1.9074
P 0.5904 2.0412 0.0368
C 0.5929 0.2882 0.7981
C 0.9379 0.2763 2.3826
C -0.5526 3.2187 0.9813
C -2.1149 2.8011 1.0109
C 1.3824 1.3733 -2.7306
C 1.1456 -0.2037 -2.8739
C 2.3913 -1.1249 -3.3159
C 2.5002 -2.5201 -2.4556
C 1.0874 -3.2823 -2.2930
C 0.3530 -3.6639 -3.6798
C -1.2450 -3.4745 -3.5133
C -1.9023 -4.2823 -2.2774
C -3.0873 -3.4601 -1.5049
C -2.5835 -2.6458 -0.2005
C -3.4055 -3.0428 1.1553
C -3.7288 -1.7795 2.1138
C -2.4280 -1.0949 2.7886
C -2.7224 -0.5235 4.3025
C -1.4813 -0.7325 5.3230
C -0.9938 0.6308 6.0702
C 0.5629 0.9229 5.7367
C 1.4598 1.3723 7.0026
C 2.9920 0.8725 6.6753
B 2.6736 1.7556 -1.7454
O 3.3930 0.7328 -0.9703
O 3.1993 3.1112 -1.6062
H 4.8109 4.9987 -5.7990
H 3.3979 1.0936 -4.5385
H 2.1564 1.1368 -5.8969
H 1.7787 3.1391 -3.7378
H -0.4979 1.3302 -4.5876
H -1.7854 3.3955 -3.7346
H -0.3376 4.5213 -4.0064
H -1.1520 3.6073 -1.6994
H -0.4339 -0.2239 0.5821
H 1.3883 -0.4013 0.2948
H 0.0132 0.3285 3.0683
H 1.6687 1.0981 2.7163
H 1.4360 -0.7576 2.5960
H -0.3709 4.3151 0.6237
H -0.1924 3.2098 2.0932
H -2.6044 3.2853 0.0664
H -2.6668 3.1060 1.9856
H -2.2989 1.6570 0.8866
H 0.8860 -0.5939 -1.8027
H 0.2994 -0.4592 -3.6379
H 3.4293 -0.6456 -3.2656
H 2.2280 -1.4365 -4.4306
H 3.3637 -3.1990 -2.8334
H 2.8303 -2.1798 -1.3884
H 0.3403 -2.6630 -1.6673
H 1.2872 -4.2510 -1.6716
H 0.7184 -3.0196 -4.5825
H 0.5493 -4.7695 -3.9719
H -1.7271 -3.9035 -4.4831
H -1.5281 -2.3407 -3.5178
H -2.4233 -5.2262 -2.7200
H -1.1526 -4.6715 -1.4955
H -3.5217 -2.7226 -2.2799
H -3.8670 -4.2640 -1.1939
H -2.7910 -1.5118 -0.3788
H -1.4663 -2.7715 0.0453
H -4.4303 -3.5333 0.8997
H -2.8320 -3.8240 1.8040
H -4.2859 -0.9998 1.4604
H -4.4943 -2.1352 2.9159
H -2.1572 -0.1653 2.1413
H -1.5405 -1.8269 2.7646
H -3.5972 -1.1821 4.7088
H -3.1268 0.5639 4.2679
H -0.6242 -1.2810 4.7606
H -1.8075 -1.4639 6.1688
H -1.1502 0.6133 7.2127
H -1.6156 1.4922 5.5855
H 0.6391 1.7112 4.8955
H 1.0662 -0.0404 5.3075
H 1.5338 2.5298 7.0957
H 1.0999 0.9387 8.0061
H 3.1826 1.2018 5.5703
H 3.7775 1.4095 7.3191
H 3.0872 -0.2764 6.7066
H 4.3389 1.0001 -0.8601
H 3.0372 3.3340 -0.6510
```

(3)
Density functional theory data (ωB97M-V/def2-TZVPD) for a cluster of 3 separate species, C29H57IN9O7P3S in total at a distorted geometry.

Its multiplicity is 1. The calculated total energy comes out at -105535.104 eV. As for the LUMO energy: -1.341 eV. The HOMO energy is -7.95 eV. For the gap between HOMO and LUMO, the calculation gives 6.6077 eV.

The geometry in XYZ format:
```
107
C29H57IN9O7P3S, DFT ωB97M-V/def2-TZVPD
C 6.1226 3.1867 2.9300
C 5.2186 4.3148 2.2391
C 5.1625 5.6308 3.0655
O 5.9602 6.4887 2.7889
O 4.2496 5.8937 4.0901
C 3.0102 6.4229 3.5881
C 1.7086 5.8790 4.3041
C 0.9777 4.8652 3.3639
C 1.3835 3.5594 3.3571
I 2.9541 2.7421 4.5590
C 0.6508 2.5378 2.4152
O 1.2400 1.7023 1.7842
C -0.8972 2.7505 2.3427
C -1.8206 1.6243 2.2859
C -1.3612 0.1451 2.3369
C -1.9292 -0.7807 1.1558
N -2.8471 -1.7973 1.7143
N -0.7748 -1.5579 0.6002
N -2.5307 -0.0302 0.0384
C -3.2474 1.9900 2.2155
O -4.2322 0.9992 2.1877
C -3.6832 3.3694 2.1830
C -2.7538 4.5003 2.2440
P -3.4073 6.2362 2.2345
S -3.9237 6.6837 4.0810
C -1.3344 4.1618 2.3380
C -0.2380 5.2685 2.4566
O -0.2880 6.3309 1.8921
H 6.3554 3.4169 3.9962
H 5.6362 2.1743 2.8632
H 7.0741 3.0927 2.3416
H 5.6832 4.4881 1.2354
H 4.2043 3.8744 2.0207
H 2.9224 6.1348 2.4991
H 3.0258 7.5436 3.6291
H 1.8933 5.4200 5.3111
H 0.9738 6.7133 4.4913
H -0.2515 0.0164 2.3521
H -1.7172 -0.2552 3.3310
H -2.2456 -2.5813 1.9820
H -3.3182 -1.4626 2.5551
H -0.1920 -0.9631 0.0098
H -0.1914 -1.9061 1.3712
H -3.2468 -0.6664 -0.3308
H -1.8490 0.1513 -0.6999
H -4.7804 1.1841 1.4031
H -4.7717 3.6078 2.1046
H -4.6084 6.2236 1.4675
H -2.4726 7.1983 1.7789
O 3.7893 -2.8719 1.1160
P 4.9980 -2.0554 0.6517
N 4.0747 -1.0781 -0.4236
C 4.4241 -0.6143 -1.7471
C 3.1883 -0.1152 0.2233
N 5.7396 -3.4006 -0.1479
C 5.2570 -3.8578 -1.4421
C 5.9187 -4.5603 0.7278
N 6.4424 -1.1227 0.3030
C 6.5772 0.1682 0.9635
C 7.5482 -1.4552 -0.5746
H 5.1880 0.1746 -1.7416
H 3.5461 -0.2025 -2.2528
H 4.7634 -1.4164 -2.3988
H 3.6967 0.8385 0.4183
H 2.8243 -0.4927 1.1810
H 2.3037 0.0819 -0.3897
H 4.1631 -3.9202 -1.4847
H 5.6620 -4.8413 -1.6935
H 5.6190 -3.2072 -2.2399
H 4.9917 -5.1281 0.8571
H 6.2653 -4.2423 1.7165
H 6.6860 -5.2277 0.3242
H 6.4278 0.9895 0.2516
H 7.5593 0.2844 1.4298
H 5.8354 0.2785 1.7574
H 7.2389 -1.4621 -1.6227
H 7.9936 -2.4181 -0.3278
H 8.3581 -0.7240 -0.4895
O -4.9114 -3.4579 -5.9774
P -5.0593 -3.2136 -4.4747
N -5.7830 -4.7474 -4.1751
C -6.8774 -5.0705 -3.2885
C -4.8806 -5.8893 -4.2888
N -6.2338 -1.9566 -4.6827
C -7.6168 -2.2737 -5.0037
C -5.7755 -0.8850 -5.5685
N -5.0549 -2.8498 -2.7591
C -4.0104 -3.4624 -1.9473
C -5.9671 -2.0105 -2.0075
H -6.5999 -5.0325 -2.2267
H -7.2436 -6.0822 -3.4849
H -7.7450 -4.4320 -3.4400
H -4.3786 -6.1017 -3.3351
H -4.1040 -5.7086 -5.0352
H -5.4160 -6.7883 -4.6077
H -7.7023 -3.0354 -5.7880
H -8.1629 -1.3861 -5.3333
H -8.1534 -2.6028 -4.1123
H -5.8576 -1.1582 -6.6254
H -4.7293 -0.6383 -5.3597
H -6.3552 0.0268 -5.3953
H -4.4241 -4.2550 -1.3128
H -3.5121 -2.7287 -1.3088
H -3.2379 -3.9104 -2.5763
H -6.9683 -2.4464 -1.9635
H -6.0341 -1.0038 -2.4197
H -5.6318 -1.8854 -0.9723
```

(4)
Density functional theory data (ωB97M-V/def2-TZVPD) for a cluster of 3 separate species, C29H57NO9Si in total.

Its multiplicity is 1. The calculated total energy comes out at -58787.929 eV. As for the LUMO energy: 0.580 eV. The HOMO energy is -9.06 eV. For the gap between HOMO and LUMO, the calculation gives 9.6446 eV.

The geometry in XYZ format:
```
97
C29H57NO9Si, DFT ωB97M-V/def2-TZVPD
C 0.3318 -3.9014 -2.3730
Si 0.1734 -2.9947 -0.7231
C -0.7081 -4.1432 0.4767
C -0.8173 -1.4026 -0.8436
C -0.2113 -0.2993 -1.7354
C -0.5977 -0.4229 -3.2154
C 0.4684 0.1067 -4.1769
C 1.8213 -0.5739 -4.0041
C 2.7552 -0.4709 -5.2113
C 3.6784 0.7582 -5.1724
C 4.9964 0.4926 -4.4800
O 4.9163 0.6483 -3.0369
C 5.1326 1.9163 -2.6651
O 4.3488 2.8090 -2.7134
O 6.4126 2.0511 -2.2712
N 6.6496 3.1617 -1.4277
C 1.9236 -2.7264 -0.0646
C 2.2372 -2.7679 1.3025
C 3.5428 -2.5917 1.7639
C 4.5787 -2.3668 0.8540
C 4.2889 -2.3088 -0.5101
C 2.9802 -2.4911 -0.9620
H 1.2439 -4.4904 -2.3363
H 0.3538 -3.2287 -3.2195
H -0.5079 -4.5864 -2.4555
H -0.1476 -5.0755 0.5071
H -0.7518 -3.7232 1.4754
H -1.7005 -4.3282 0.0745
H -1.0602 -1.0063 0.1392
H -1.7833 -1.6824 -1.2762
H 0.8669 -0.2461 -1.6055
H -0.6087 0.6544 -1.3908
H -1.4858 0.1893 -3.3702
H -0.8794 -1.4413 -3.4745
H 0.5750 1.1786 -4.0049
H 0.1178 -0.0134 -5.2022
H 2.3335 -0.0992 -3.1700
H 1.6921 -1.6205 -3.7423
H 3.3958 -1.3535 -5.1843
H 2.2146 -0.5108 -6.1538
H 3.9025 1.0594 -6.1941
H 3.1566 1.5799 -4.6898
H 5.3392 -0.5184 -4.6701
H 5.7688 1.1638 -4.8537
H 6.2227 3.9701 -1.8611
H 6.2014 2.9564 -0.5451
H 1.4619 -2.9460 2.0349
H 3.7722 -2.6481 2.8168
H 5.5960 -2.2470 1.1907
H 5.0854 -2.1436 -1.2210
H 2.7974 -2.4592 -2.0258
C -5.1912 0.1857 4.2867
O -5.7606 -0.5151 3.2020
C -5.1351 -0.3428 1.9478
C -4.5634 -1.6043 1.3193
O -3.5750 -2.3142 2.0376
C -3.8699 -2.8994 3.2905
C -4.9191 -3.9993 3.3382
O -6.2070 -3.6328 2.8904
C -6.6943 -4.3208 1.7581
H -5.7913 1.0683 4.5282
H -5.1846 -0.4690 5.1606
H -4.1638 0.4974 4.0813
H -4.3542 0.4230 2.0077
H -5.8950 0.0280 1.2487
H -4.0529 -1.2662 0.4121
H -5.3596 -2.2708 0.9803
H -4.0697 -2.1333 4.0427
H -2.9336 -3.3751 3.5975
H -5.0091 -4.2851 4.3935
H -4.5569 -4.8798 2.7969
H -5.8898 -4.7813 1.1789
H -7.2185 -3.6083 1.1183
H -7.4074 -5.0941 2.0594
C 2.0825 4.6215 -0.3221
O 1.3654 5.2827 0.7030
C 0.0327 5.6420 0.4078
C -1.0245 5.0208 1.3069
O -1.1016 3.6129 1.3594
C -0.0274 2.8541 1.8828
C 0.3081 3.0180 3.3563
O 0.6632 4.3250 3.7603
C -0.1841 4.9373 4.7085
H 2.7693 5.3274 -0.7980
H 2.6747 3.8152 0.1152
H 1.4292 4.1902 -1.0842
H -0.2000 5.4308 -0.6415
H -0.0563 6.7273 0.5436
H -1.9835 5.3368 0.8846
H -0.9846 5.4506 2.3099
H 0.8643 2.9555 1.2618
H -0.3450 1.8161 1.7720
H 1.1742 2.3719 3.5416
H -0.5156 2.6349 3.9690
H -1.1733 4.4728 4.7366
H -0.3026 5.9892 4.4407
H 0.2623 4.8903 5.7065
```

M
In order: 696.25; 667.38; 895.72; 591.86
Unit: g mol⁻¹